{
  "formula": "C18H19N9O5SZn",
  "method": "ωB97M-V/def2-TZVPD",
  "max_force_ev_per_a": 0.632,
  "multiplicity": 1,
  "de_lowest_kcal_mol": 0.0,
  "charge": -2,
  "gap_ev": 6.8363,
  "energy_ev": -101881.8148,
  "elements": ["Zn", "N", "C", "S", "N", "N", "C", "C", "C", "C", "C", "C", "N", "H", "H", "H", "H", "H", "H", "H", "O", "C", "O", "H", "C", "C", "C", "C", "C", "C", "O", "N", "C", "O", "N", "C", "O", "H", "H", "H", "H", "H", "H", "H", "H", "H", "H", "H", "N", "C", "N", "C", "N"],
  "xyz": [[-0.214764, 0.283370, 0.366211], [2.901739, -0.158463, 3.656535], [2.041647, 0.247614, 2.646476], [0.372348, 0.280393, 2.964619], [2.692368, 0.629132, 1.554320], [1.888222, 0.894448, 0.510477], [2.375728, 1.532648, -0.476135], [1.561058, 1.712125, -1.679321], [2.006730, 2.527382, -2.716188], [1.215961, 2.685005, -3.834747], [0.005020, 2.010544, -3.904439], [-0.357736, 1.203500, -2.837687], [0.397574, 1.048476, -1.753147], [2.432493, -0.722682, 4.344963], [3.770101, -0.538705, 3.311542], [3.384080, 1.938265, -0.439828], [2.949069, 3.050193, -2.608997], [1.529849, 3.338603, -4.640227], [-0.652245, 2.115041, -4.756873], [-1.298492, 0.667925, -2.836822], [0.035352, 3.865614, -0.439953], [-0.865390, 3.389568, 0.267419], [-1.045334, 2.196511, 0.657082], [-1.666246, 4.085904, 0.599922], [-5.088059, -1.529805, -2.085515], [-5.446128, -0.169328, -1.489864], [-4.705318, 0.134874, -0.183038], [-5.101971, 1.541596, 0.315572], [-4.351168, 2.011477, 1.563331], [-5.139373, -0.880031, 0.852488], [-6.318609, -1.138602, 1.064092], [-4.135645, -1.483022, 1.525120], [-2.732393, -1.228229, 1.411821], [-2.034113, -1.807814, 2.216122], [-2.308234, -0.375505, 0.438823], [-3.187556, 0.174206, -0.435592], [-2.825250, 0.767568, -1.447639], [-5.640968, -1.707172, -3.011112], [-5.329758, -2.340141, -1.392055], [-4.021208, -1.582913, -2.313644], [-6.516412, -0.125678, -1.282057], [-5.193059, 0.621657, -2.194992], [-6.179623, 1.529903, 0.496534], [-4.901143, 2.230524, -0.507544], [-4.519446, 1.336033, 2.407662], [-4.696842, 3.005102, 1.858777], [-3.273581, 2.069941, 1.381891], [-4.375341, -2.164003, 2.227756], [-0.239214, -6.035412, 1.197756], [-0.067893, -5.071224, 0.563775], [0.140892, -4.080118, -0.253597], [0.246722, -2.808940, -0.114799], [0.402265, -1.653442, -0.126320]],
  "forces_ev_per_angstrom": [[-0.3, 0.2, 0.3], [-0.1, 0.0, 0.1], [0.1, 0.3, -0.1], [0.1, -0.2, -0.2], [0.0, -0.1, 0.1], [-0.1, 0.1, 0.0], [-0.1, 0.0, -0.2], [-0.1, -0.1, -0.1], [0.1, 0.0, 0.0], [-0.1, 0.0, 0.0], [0.2, 0.1, 0.0], [0.0, -0.2, 0.0], [0.1, 0.2, 0.0], [0.0, 0.0, 0.0], [0.0, 0.0, 0.0], [0.1, 0.0, 0.0], [0.0, 0.0, 0.0], [0.0, 0.0, 0.0], [0.0, 0.0, 0.0], [0.1, 0.1, 0.1], [-0.2, -0.2, 0.3], [0.2, -0.2, -0.4], [0.1, 0.3, -0.1], [-0.1, 0.1, 0.1], [0.0, 0.1, 0.1], [0.0, -0.1, -0.1], [0.1, 0.0, 0.1], [0.0, 0.1, 0.1], [0.0, -0.1, -0.1], [-0.1, 0.0, 0.0], [0.1, 0.0, 0.0], [0.0, 0.1, -0.2], [-0.1, 0.2, 0.0], [0.1, 0.0, -0.2], [0.0, -0.1, -0.1], [0.1, -0.2, 0.0], [-0.1, 0.0, 0.2], [0.0, 0.0, 0.0], [0.0, 0.0, 0.0], [0.0, 0.0, 0.0], [0.0, 0.0, 0.0], [0.0, 0.0, 0.0], [0.0, 0.0, 0.0], [0.0, 0.0, 0.0], [0.0, 0.0, 0.0], [0.0, 0.0, 0.0], [0.0, 0.0, 0.0], [0.0, 0.0, 0.1], [0.1, 0.2, -0.2], [0.0, 0.2, 0.4], [0.0, -0.2, -0.6], [0.1, -0.2, 0.4], [-0.1, -0.2, 0.0]],
  "nbo_charge": [1.639, -0.825, 0.266, -0.395, -0.483, -0.284, 0.002, 0.216, -0.243, -0.167, -0.290, 0.081, -0.494, 0.383, 0.371, 0.165, 0.202, 0.193, 0.202, 0.239, -0.750, 0.667, -0.857, 0.022, -0.613, -0.376, -0.274, -0.354, -0.639, 0.718, -0.663, -0.663, 0.790, -0.613, -0.798, 0.713, -0.678, 0.194, 0.205, 0.220, 0.207, 0.219, 0.198, 0.212, 0.196, 0.195, 0.265, 0.412, -0.565, 0.474, -0.726, 0.590, -0.709]
}

=====

{
  "formula": "C17H42Cl6F9N4O9S",
  "method": "ωB97M-V/def2-TZVPD",
  "max_force_ev_per_a": 2.777,
  "multiplicity": 1,
  "charge": 1,
  "gap_ev": 4.8497,
  "energy_ev": -153117.1731,
  "elements": ["N", "H", "H", "H", "H", "N", "H", "H", "H", "H", "N", "H", "H", "H", "H", "N", "H", "H", "H", "H", "C", "F", "F", "F", "S", "O", "O", "O", "O", "C", "C", "O", "H", "H", "H", "H", "C", "C", "O", "C", "O", "C", "F", "F", "F", "H", "H", "H", "H", "H", "C", "C", "O", "C", "O", "C", "F", "F", "F", "H", "H", "H", "H", "H", "Cl", "C", "C", "Cl", "H", "H", "H", "H", "Cl", "C", "C", "Cl", "H", "H", "H", "H", "Cl", "C", "C", "Cl", "H", "H", "H", "H"],
  "xyz": [[-4.316924, 3.576855, -30.511535], [-4.882902, 4.294271, -31.025168], [-4.503295, 2.606876, -30.787432], [-4.582642, 3.754526, -29.544324], [-3.352977, 3.890711, -30.601952], [-5.402124, 3.485649, -34.238941], [-4.502429, 3.013777, -34.230459], [-5.325166, 4.274670, -33.540770], [-6.102206, 2.856093, -33.842643], [-5.633295, 3.739256, -35.192409], [-6.883782, 3.565010, -28.041700], [-7.260346, 2.846308, -28.658070], [-5.913046, 3.359403, -27.832552], [-7.399230, 3.948586, -27.252012], [-6.722239, 4.462523, -28.587684], [-2.654372, 0.730772, -29.034337], [-1.994117, 1.212969, -29.637468], [-2.232194, 0.168975, -28.292810], [-3.369671, 0.120283, -29.456845], [-3.196761, 1.469255, -28.586451], [-7.306853, -0.689736, -31.367170], [-7.186684, -1.401797, -30.243818], [-6.750366, -1.367371, -32.376383], [-8.575617, -0.499386, -31.617034], [-6.381406, 0.961166, -30.994395], [-5.169045, 0.526871, -30.321996], [-6.080748, 1.520908, -32.306615], [-7.216139, 1.889998, -30.269590], [-6.726458, 5.782894, -29.704727], [-7.156767, 5.669513, -31.031945], [-6.259178, 6.025679, -32.248401], [-4.976117, 5.481166, -32.398329], [-8.117319, 6.185042, -31.195590], [-7.531501, 4.631349, -31.189376], [-6.252953, 7.121428, -32.297450], [-6.894810, 5.723725, -33.099459], [-5.979217, -4.759129, -33.738619], [-7.157002, -5.249417, -32.951669], [-7.014743, -6.609492, -32.591095], [-7.352403, -7.573774, -33.456539], [-7.610148, -7.415648, -34.610350], [-7.222940, -8.960650, -32.861400], [-6.828104, -8.997513, -31.589971], [-8.460922, -9.497471, -32.885317], [-6.345143, -9.677404, -33.555047], [-6.162226, -3.789192, -34.201925], [-5.852880, -5.457058, -34.569598], [-5.037179, -4.741704, -33.192265], [-8.124279, -4.978158, -33.379988], [-7.231682, -4.718423, -31.997223], [-6.227462, -5.070007, -28.968257], [-5.184415, -3.958109, -28.967135], [-4.350782, -4.134647, -30.148860], [-3.387558, -3.256711, -30.338215], [-3.221551, -2.207014, -29.771879], [-2.535003, -3.507054, -31.614854], [-2.921089, -2.654143, -32.564786], [-1.279998, -3.233425, -31.221138], [-2.540065, -4.739352, -32.075326], [-7.055707, -4.837453, -29.638431], [-6.623285, -5.293777, -27.977188], [-5.930831, -6.071780, -29.284253], [-4.596104, -4.052882, -28.052246], [-5.609111, -2.961263, -28.858123], [-8.302080, -1.845864, -36.811281], [-9.537366, -0.870489, -35.968894], [-9.739313, -1.327164, -34.542376], [-10.718516, -2.777704, -34.569286], [-10.433299, -0.901509, -36.585089], [-9.242340, 0.180811, -35.994608], [-10.319071, -0.576212, -34.007016], [-8.805816, -1.567930, -34.045622], [-10.730587, 1.996649, -32.726318], [-9.236646, 2.596329, -33.461576], [-9.604458, 3.786761, -34.309894], [-8.246818, 4.228713, -35.337476], [-8.900649, 1.794858, -34.120697], [-8.454729, 2.818067, -32.738250], [-9.800778, 4.674502, -33.706178], [-10.536623, 3.675099, -34.860678], [-11.835127, 0.829372, -28.236984], [-10.838205, 2.020284, -29.142756], [-10.935902, 3.332687, -28.374827], [-9.975357, 3.325829, -26.873839], [-11.120326, 2.081014, -30.189764], [-9.827760, 1.629134, -29.039467], [-11.956851, 3.653838, -28.184835], [-10.509016, 4.132538, -28.983767]],
  "forces_ev_per_angstrom": [[0.4, 0.0, 1.3], [-0.5, 1.3, -1.9], [0.1, 0.3, -0.2], [-0.2, 0.0, 0.0], [0.0, -0.1, -0.4], [0.1, -1.0, -0.1], [0.0, -0.1, 0.0], [0.5, 1.8, 0.9], [0.0, -0.2, -0.2], [-0.1, 0.3, 0.1], [1.4, 1.1, 0.2], [-0.6, -0.1, 0.1], [-0.3, -0.5, 0.8], [-0.4, -0.9, 0.2], [-0.7, 1.5, -2.2], [-0.9, 0.1, 1.1], [0.2, -0.7, -0.4], [0.5, 0.1, -0.2], [0.1, -0.1, -1.0], [0.0, -0.1, 0.2], [0.9, 0.6, 0.8], [-0.1, -0.3, 0.0], [0.0, 0.5, 0.4], [-0.4, 0.3, -0.2], [-0.3, 0.4, -2.4], [0.6, -0.1, 0.9], [0.1, -0.5, -0.2], [-0.4, -0.8, 1.0], [0.8, -0.9, 0.0], [-0.3, -1.2, 0.9], [-0.3, 0.5, 0.2], [-0.6, -2.0, 0.7], [0.1, 0.7, -0.1], [0.3, -0.6, -0.3], [0.4, 0.1, 0.0], [-0.2, 0.0, -0.2], [0.2, -0.4, -1.1], [-0.3, 1.6, 0.8], [-0.5, -1.1, 0.5], [1.0, 1.5, -0.5], [-0.4, -0.1, 0.0], [-0.6, -0.5, 0.8], [0.1, 0.3, 0.2], [0.5, -0.3, -0.4], [-0.4, -0.2, -0.3], [-0.1, 0.1, 0.2], [0.2, 0.1, -0.1], [-0.2, 0.0, 0.2], [0.1, -0.7, -0.7], [0.3, -0.2, 0.2], [-0.7, -0.3, -0.4], [-0.3, -1.1, 1.1], [0.6, 0.5, 0.4], [-1.2, 0.3, -1.1], [0.1, 0.1, 0.8], [0.4, -0.2, 1.2], [0.2, -0.1, 0.0], [0.2, 0.3, -0.5], [-0.4, -0.2, -0.2], [-0.1, 0.2, 0.2], [-0.1, 0.7, 0.1], [0.9, 0.3, -0.2], [0.6, -0.2, -0.3], [-0.1, 0.0, -0.8], [0.0, 0.1, 0.1], [0.3, 0.7, -0.3], [-0.4, 0.3, -0.6], [-0.4, -0.9, 0.3], [-0.2, -0.3, 0.3], [0.4, -0.1, 0.1], [0.2, 0.0, 0.1], [0.1, 0.2, 0.0], [-0.1, -0.1, 0.4], [0.0, -0.3, -0.9], [-0.6, 1.0, 0.9], [0.2, 0.0, -0.7], [0.1, 0.0, 0.1], [-0.3, 0.0, 0.3], [0.2, -0.1, 0.3], [0.4, -0.5, -0.5], [-0.1, -0.2, -0.4], [0.1, -0.1, 1.5], [0.3, 0.7, -1.4], [-0.2, -0.1, 0.2], [-0.2, 0.1, 0.2], [0.1, 0.1, -0.4], [0.0, -0.4, 0.4], [0.2, -0.1, 0.0]],
  "mulliken_charge": [-0.054, -0.003, 0.106, 0.295, 0.431, -0.071, 0.396, 0.178, 0.154, 0.350, -0.032, 0.108, 0.363, 0.378, 0.121, -0.276, 0.366, 0.407, 0.372, 0.287, 0.269, -0.218, -0.192, -0.119, 0.737, -0.743, -0.649, -0.374, -0.969, 0.074, -0.078, -1.005, 0.403, -0.338, 0.367, -0.009, -1.013, -0.008, -0.197, 0.283, -0.497, 0.875, -0.239, -0.252, -0.243, 0.319, 0.420, 0.171, 0.372, -0.023, -1.212, -0.044, -0.160, 0.380, -0.604, 0.893, -0.209, -0.278, -0.221, 0.183, 0.410, 0.360, 0.365, 0.160, -0.189, -0.268, 0.414, -0.176, 0.436, 0.085, -0.065, -0.242, -0.272, 0.744, -0.624, -0.221, -0.018, -0.473, 0.342, 0.481, -0.188, 0.335, -0.431, -0.213, -0.076, -0.065, 0.440, 0.226]
}

=====

Q: Among the records above, which one has the highest charge?
A: C17H42Cl6F9N4O9S